DFT (ωB97M-V/def2-TZVPD) results for a structure of composition C27H21N4O2Pd.

The HOMO energy comes out at -0.398 Eh. The HOMO-LUMO gap comes out at 7.09 eV. As for the LUMO energy: -3.73 eV. As for the net charge: +1. For the energy, the calculation gives -41871.841 eV.

The geometry in XYZ format:
```
55
C27H21N4O2Pd ωB97M-V/def2-TZVPD
H -2.49638 -1.75859 0.79298
H -5.32265 -0.11863 0.00492
C 0.01161 -3.79270 -0.29580
C -0.00123 -2.90529 -2.94186
H -2.43228 -1.67737 -0.97473
H 0.02368 -5.24408 1.30468
C -3.19803 0.08247 -0.03239
C 2.99467 -1.39372 -0.09401
C -3.00976 -1.39678 -0.09642
H -0.00102 -0.92048 -2.14288
H 2.42099 -1.67226 -0.97577
C -1.20478 4.50387 0.14452
H 3.96048 -1.88980 -0.14382
C 3.18870 0.08527 -0.02950
H -0.00682 6.27654 0.24346
H -0.00038 -4.99745 -3.47428
N 2.12979 0.90975 -0.01986
C 0.01993 -0.80951 2.84040
H -3.77743 3.84877 0.17388
H 0.01212 -5.77579 -1.13235
C -4.49987 0.58064 0.01881
C 2.35495 2.24795 0.04927
C -0.00586 5.19776 0.17940
C 0.01976 -4.18849 1.06332
C -3.63457 2.78242 0.10897
H 5.31317 -0.11841 0.01003
C 4.49110 0.58179 0.02252
H 2.12902 5.04104 0.18820
O -0.00778 0.39360 2.46566
C -4.72684 1.93463 0.09394
N -2.13745 0.90585 -0.02128
H -5.73246 2.32782 0.14236
C 1.16673 3.12160 0.06462
H -2.14060 5.03729 0.18785
C 3.62758 2.78506 0.10870
N 0.00949 -1.49123 0.42811
N -0.00352 2.48051 0.00897
H 0.03064 -3.46678 3.09864
C 0.01819 -1.87696 1.69234
C 0.00676 -2.41417 -0.58532
H 3.77133 3.85131 0.17275
C 0.00147 -1.98469 -1.93029
C -2.36241 2.24451 0.04904
C 0.00185 -4.28624 -2.66024
H -3.97751 -1.88837 -0.15246
H 5.72516 2.32818 0.14522
H 2.47365 -1.75280 0.79236
C 0.02368 -3.24132 2.04220
H -0.00607 -2.57041 -3.97043
O 0.01409 -1.28442 3.96461
C 1.19418 4.50599 0.14487
C -1.17491 3.11940 0.06421
C 4.71920 1.93590 0.09621
C 0.00866 -4.71892 -1.36478
Pd -0.00203 0.52577 0.13046
```